1.
Molecular formula: C6H7N4
Method: DFT, the ωB97M-V functional and the def2-TZVPD basis

Each line ends with the Löwdin charge.
Atoms and positions in Å:
C  0.0212  -1.6434  -0.6699  -0.088
C  -0.8104  -0.5115  2.1718  -0.151
H  1.7751  -0.4739  -3.1420  0.130
H  -1.8369  -2.0161  2.9965  0.176
H  -0.3339  0.8689  -0.3529  0.039
N  -1.3229  -1.7500  2.1622  0.076
H  -1.5084  -3.6594  1.3633  0.155
N  1.0509  1.0476  -1.8814  0.006
C  0.2996  1.5268  -0.9221  0.068
C  1.1915  -0.2388  -2.2675  -0.162
N  -0.5621  -2.4484  0.0548  0.182
H  1.5904  1.7181  -2.4245  0.179
C  -1.1328  -2.6596  1.1893  -0.085
H  0.0937  1.5453  2.2345  0.046
N  0.6194  -1.2328  -1.6236  0.177
H  0.2981  2.5797  -0.7215  0.090
C  -0.3160  0.5824  2.1567  0.161

Cartesian forces, eV/Å:
C 1.159 0.457 -1.704
C 0.589 0.934 -0.384
H -0.032 0.226 0.043
H 0.013 -0.215 -0.266
H 0.019 -0.059 -0.068
N -0.397 -0.300 0.464
H -0.032 0.045 0.195
N -0.348 0.175 0.434
C 0.012 -0.127 -0.065
C 0.735 -0.079 -1.047
N -1.067 -0.826 1.594
H -0.043 -0.141 0.052
C 0.180 -0.108 -0.548
H 0.323 0.553 0.013
N -0.668 0.232 1.195
H 0.082 0.207 -0.119
C -0.524 -0.974 0.212

Computed properties:
- E (eV) = -12284.282
- energy relative to the best compared isomer or geometry (same formula, charge and spin) (eV) = 3.6817
- gap between HOMO and LUMO (spin up / spin down) (eV) = 6.5 / 6.5
- HOMO level (spin up / spin down) (eV) = -11.147 / -11.113
- total charge = +1



2.
Molecular formula: C11H74NO25
Method: DFT, the ωB97M-V functional and the def2-TZVPD basis

Each line ends with the Löwdin charge.
Atoms and positions in Å:
H  0.9697  0.9967  -1.0830  0.093
O  1.6749  2.0621  4.6269  -0.029
H  -0.7310  0.8808  -0.9835  0.165
H  -0.7354  -0.5134  -2.9390  0.091
C  1.8337  0.2581  1.1660  -0.107
H  0.9851  -4.4216  -3.5906  0.089
H  -2.6401  1.3971  -3.6239  0.048
O  -0.3574  -4.2854  1.1115  -0.068
O  -5.0457  -0.2974  3.5156  -0.041
H  2.9865  -3.4832  -1.4843  -0.078
O  -2.6858  -3.1124  -0.1683  -0.093
O  3.6897  1.6706  -4.2237  -0.047
H  3.7822  -1.1196  -1.9723  0.022
H  -0.6184  2.4203  1.1402  0.141
H  3.3379  1.9519  1.4446  0.123
C  -0.8737  -0.5430  2.9474  -0.229
H  -4.8669  -0.6950  -1.1204  0.001
N  0.4444  0.4536  0.8614  -0.191
H  2.3422  1.3216  4.6431  0.096
H  3.0518  -3.1832  -0.1993  0.085
C  1.4098  2.5601  1.0655  -0.145
H  -0.0695  -1.6014  1.4420  0.090
O  -3.2944  0.8604  5.5957  0.020
H  0.1072  1.6474  2.4005  0.066
O  1.7325  -4.7008  -2.8611  -0.098
H  -2.5134  4.1311  2.9724  0.163
H  0.2290  -1.7545  -3.1469  0.102
H  -3.2261  -1.0063  -3.3691  0.074
H  0.0628  -0.1958  3.4719  0.113
O  -0.1398  -0.7822  -6.9846  0.040
H  -1.5677  0.4163  2.9735  0.132
H  2.2941  3.9495  -3.0357  0.067
H  -2.5342  1.1852  5.2610  -0.060
H  -4.8618  -3.1974  2.1950  0.020
H  0.7624  0.2473  -4.3433  0.087
H  4.9328  -0.4763  -0.0741  -0.008
O  -2.7578  -5.0693  4.2035  -0.101
C  0.2855  -0.7481  -2.7565  -0.224
H  1.1403  3.1007  0.2468  0.060
O  -0.4228  3.3821  -2.0387  -0.060
H  -5.1093  0.2854  2.6912  0.105
H  -1.0923  -2.5677  3.4783  0.053
H  2.2649  -0.3308  -3.5186  0.042
O  -1.1384  2.2785  5.1293  -0.094
H  4.0462  1.1046  -3.5112  0.049
H  -2.5568  -4.3975  4.9373  0.061
H  -3.6115  0.1185  -2.7368  0.002
O  -2.0122  -0.8494  7.1931  -0.149
H  -2.0364  -3.4955  0.4231  -0.011
H  3.2378  4.7066  -1.0357  -0.084
H  -2.1916  -1.8907  7.0137  0.103
O  4.3805  -0.2883  -5.9564  -0.036
H  -0.9031  4.6286  -0.1885  -0.029
H  -0.2017  1.9860  5.2617  0.038
C  0.3666  -0.9978  -1.2949  -0.150
H  0.5947  -0.6229  -7.4410  -0.036
H  -0.3270  -4.8395  0.2926  0.074
H  2.0434  2.8520  4.9343  0.029
O  4.2598  -0.2965  -1.8546  -0.033
O  2.8441  3.5378  -2.3809  0.017
O  -4.0165  -0.6128  -0.8560  0.003
H  2.2948  -5.1960  -3.4180  0.007
O  3.5248  5.1708  -0.3177  -0.013
H  3.0759  2.8282  -2.8781  -0.058
H  5.6042  0.5504  1.0798  0.077
O  -2.2718  2.3549  -3.7981  -0.120
C  -0.3836  -0.6016  1.4592  -0.129
C  -1.7371  -1.7186  3.4364  -0.077
H  0.5173  -4.4953  1.4908  0.067
H  -0.6110  -3.8243  -5.1299  -0.053
H  -3.4716  -4.5681  3.7701  -0.012
O  -5.0647  -3.3137  3.1350  -0.110
H  -2.4670  -0.3624  6.4500  -0.029
O  -3.5566  -0.1163  -3.6675  -0.062
H  4.1481  0.5424  -5.5071  -0.012
O  -1.4928  3.8151  3.0634  -0.126
H  1.1533  -1.5253  -0.9673  0.056
C  0.2206  1.7617  1.3983  -0.161
O  3.4141  -2.8636  -1.0481  0.021
C  1.3289  0.0804  -3.4618  -0.041
H  -1.1573  2.7846  4.2722  -0.010
H  2.8945  1.5515  -0.1401  0.101
H  -1.1688  -5.0956  -4.6146  0.015
H  -2.5043  -1.8693  2.6424  0.072
H  1.6046  3.2503  1.9468  0.154
H  -0.5890  -1.4266  -0.9237  0.099
H  5.0676  -0.6688  -2.1719  0.066
H  2.0242  0.1037  2.2493  0.161
H  -0.0787  -1.6517  -6.6589  0.007
H  -2.1433  -1.5036  4.5305  0.108
O  -0.7579  -4.3260  -4.4637  0.101
H  4.4147  2.2753  -4.3906  0.090
H  1.4424  0.9739  -3.0252  0.011
H  2.3021  -0.5231  0.5850  0.128
O  -1.0972  5.0579  0.5815  0.033
O  5.1897  -0.3371  0.8635  -0.096
C  0.2252  0.4059  -0.6209  -0.078
H  -2.5724  2.7759  -4.6475  0.083
H  -1.2507  3.9821  2.0905  0.024
H  -0.2799  5.3804  0.8768  0.037
H  -1.2474  3.0997  -2.4037  -0.016
C  2.5184  1.5510  0.8726  -0.132
H  -3.9248  1.5057  5.6992  0.044
H  -1.5347  -0.8263  0.8181  0.208
H  2.7649  5.4148  0.2179  0.031
H  -2.4245  -3.2962  -1.1687  0.126
H  -4.8979  -2.2815  3.3460  0.074
H  0.4673  3.1659  -2.4427  0.049
H  -3.6904  -1.4427  -0.5303  -0.009
H  -4.4830  -0.0359  4.1802  -0.051
H  3.7069  -0.5284  -6.5255  -0.018

Cartesian forces, eV/Å:
H 0.943 1.020 0.031
O -0.273 -3.311 -1.172
H 0.680 -0.555 1.199
H -0.811 1.402 -0.487
C 3.622 -0.723 1.647
H 2.131 -0.919 2.822
H 0.656 2.578 -1.628
O 0.937 -0.837 -1.126
O -2.882 -0.963 -4.504
H -3.099 -4.753 -5.098
O -0.119 0.152 -3.540
O 0.317 -0.032 0.619
H -1.258 -0.445 0.480
H -0.582 -1.503 -0.805
H 0.478 -1.067 0.654
C -0.355 4.692 -0.634
H -4.273 -0.648 -1.088
N -2.247 -1.743 -1.341
H -0.845 1.577 0.294
H 0.874 1.022 0.443
C 1.036 0.549 2.897
H 1.865 -1.128 -1.081
O -2.776 -4.828 0.805
H -0.058 -0.419 3.073
O -3.522 1.991 -1.834
H 3.548 -1.108 0.763
H 0.623 -0.555 -0.707
H -0.226 0.524 -1.566
H -1.117 -0.938 0.546
O -4.830 0.527 2.539
H 1.338 -1.696 0.286
H -0.568 1.216 -0.337
H 4.413 2.623 -1.713
H -0.207 -0.786 -0.164
H 0.707 0.393 -1.727
H 0.446 1.028 0.694
O 0.253 2.151 1.536
C 0.139 -2.228 0.342
H 0.020 1.807 -2.514
O 2.917 1.011 1.851
H 0.624 -0.991 2.367
H 0.099 -1.038 0.143
H 2.004 -1.443 -0.706
O 1.090 -0.219 -0.476
H -0.248 -0.169 -0.078
H -0.185 -1.740 -1.367
H -0.828 1.056 0.745
O -0.731 -3.537 -1.472
H 0.554 -0.276 0.054
H -1.299 -2.071 -3.028
H 0.571 3.938 0.656
O 2.392 0.572 1.865
H 0.676 -1.974 -3.845
H -1.104 0.418 -0.224
C -4.415 3.384 1.466
H 4.722 1.052 -3.030
H -0.207 0.547 0.852
H 1.263 1.686 0.865
O -0.372 0.234 -0.285
O -1.566 2.878 2.148
O 4.130 1.588 0.769
H 1.342 -1.087 -0.756
O 1.365 2.181 3.522
H 1.731 -4.003 -2.069
H -0.862 -1.712 -1.198
O -0.696 -1.235 0.058
C -6.770 -1.914 0.318
C 0.295 1.309 0.823
H -0.665 0.221 0.190
H 1.046 4.673 -7.272
H -0.178 -0.340 -0.178
O 1.118 3.823 0.040
H 0.226 -0.730 1.320
O 0.908 -1.740 1.160
H -0.345 -0.458 -0.399
O -3.606 1.713 -2.766
H 3.006 -1.895 1.090
C -1.551 2.619 -0.382
O 2.100 3.658 4.417
C -3.482 -1.829 -0.339
H 0.156 -0.438 0.976
H 0.028 0.132 -0.427
H -2.311 -4.189 -1.423
H 0.146 -0.060 1.005
H -0.111 -0.647 -1.193
H 0.758 -0.784 -0.619
H 1.790 0.232 -0.414
H -0.836 -0.548 -0.586
H 0.130 -1.539 0.477
H 0.623 -0.415 -2.610
O 1.357 -0.414 8.681
H 0.308 0.416 -0.239
H 0.332 3.530 1.688
H -0.306 -0.522 0.091
O -2.265 0.740 2.851
O 0.322 0.756 0.690
C -0.109 -0.539 -1.576
H 0.133 -1.283 1.354
H -0.234 -0.010 1.650
H 1.764 1.084 0.739
H -0.384 -0.838 -1.814
C 0.325 1.749 -1.245
H -1.964 2.476 0.591
H 3.545 1.367 1.454
H 0.074 -0.014 -0.191
H -0.513 0.263 3.501
H -0.883 -2.937 0.080
H -2.454 -0.065 0.195
H 0.182 -1.017 0.429
H 2.454 1.796 2.147
H -2.105 -0.515 -1.718

Computed properties:
- E (eV) = -65273.822
- energy relative to the best compared isomer or geometry (same formula, charge and spin) (eV) = 0.0000
- gap between HOMO and LUMO (eV) = 9.5
- HOMO level (eV) = -12.254
- total charge = +1



3.
Molecular formula: C23H27NO5
Method: DFT, the ωB97M-V functional and the def2-TZVPD basis

Each line ends with the Löwdin charge.
Atoms and positions in Å:
H  -0.2201  -2.7275  2.0271  0.121
C  2.1745  1.2131  0.7309  -0.158
O  3.0056  -2.7631  -0.2749  0.124
C  0.8548  2.3117  2.4205  -0.056
H  4.5488  1.1270  -2.3164  0.106
N  -1.0315  -1.0529  -0.7908  -0.023
H  -2.5788  3.1794  -0.0947  0.081
H  -1.7074  -0.9016  1.1686  0.129
C  3.8884  1.1430  -1.4638  -0.071
C  -0.4738  -2.6631  0.9693  -0.108
H  2.8486  2.8657  -2.1526  0.104
C  0.8711  4.0483  -1.1878  -0.077
H  0.0169  -0.5643  0.9375  0.111
C  2.0274  -2.5517  0.3952  -0.464
C  -5.2368  -0.7065  0.8086  -0.083
C  -2.1498  -0.5530  -1.3579  -0.433
O  -2.2773  -0.4265  -2.5638  0.071
H  1.2097  -3.2822  -1.9809  0.119
H  -4.4818  2.5637  1.1667  0.108
C  0.0691  -1.4912  -1.6204  -0.108
H  -0.5120  -3.5635  -1.6559  0.126
H  0.0178  4.6506  -0.8799  0.095
C  2.0524  2.1771  -0.2874  -0.191
O  1.0462  3.0990  -0.1644  -0.122
H  4.0674  -1.4990  1.5302  0.133
C  0.3595  -2.9702  -1.3742  -0.108
C  3.1365  0.2046  0.6073  -0.126
H  0.6468  3.5690  -2.1454  0.101
C  0.6759  -3.1940  0.1115  -0.205
H  0.8022  -4.2683  0.2900  0.156
O  1.3732  1.1340  1.8384  -0.092
H  1.6097  3.0997  2.4669  0.104
C  -3.2408  -0.1492  -0.4095  -0.129
H  -0.2171  -1.3185  -2.6600  0.126
H  1.7487  4.6934  -1.2949  0.098
C  -4.3942  1.5386  0.8352  -0.041
H  -6.1485  0.9054  1.8810  0.101
H  -1.3342  1.9199  -0.0797  0.069
H  3.0577  -0.5072  2.6445  0.137
C  3.1583  -0.8997  1.6317  -0.079
C  -3.3410  1.1799  0.0059  -0.215
H  -4.1079  -2.1018  -0.3624  0.120
C  -5.3347  0.6055  1.2371  -0.084
H  -5.9730  -1.4355  1.1129  0.101
H  -1.3526  -3.2857  0.7857  0.122
C  -0.8111  -1.2088  0.6275  -0.118
H  0.9598  -0.8922  -1.3904  0.133
H  4.7039  -0.6271  -0.5778  0.116
H  -0.0195  2.6823  1.8824  0.081
C  3.9840  0.1704  -0.4901  -0.039
C  -4.1905  -1.0815  -0.0163  -0.027
H  0.5637  2.0271  3.4319  0.097
C  -2.3255  2.1825  -0.4481  -0.022
H  -2.2789  2.1938  -1.5362  0.093
C  2.9260  2.1329  -1.3661  -0.016
O  2.0097  -1.7372  1.4489  0.014

Cartesian forces, eV/Å:
H -0.064 -0.032 0.026
C 0.136 -0.005 0.004
O 0.114 0.067 0.014
C -0.265 0.326 0.324
H 0.059 -0.001 -0.092
N 0.109 -0.029 -0.008
H 0.030 0.070 0.024
H 0.165 -0.002 -0.029
C 0.061 -0.058 0.010
C 0.101 0.170 0.005
H -0.047 0.095 -0.054
C -0.048 0.145 -0.169
H -0.160 -0.011 -0.007
C -0.120 -0.482 -0.219
C -0.060 -0.048 0.041
C 0.014 -0.012 0.119
O -0.192 0.108 -0.266
H -0.046 -0.036 -0.006
H 0.007 0.102 0.016
C 0.020 -0.207 -0.485
H -0.019 -0.016 -0.015
H 0.052 0.001 -0.072
C -0.127 0.024 0.104
O 0.196 -0.398 0.246
H -0.126 0.117 0.059
C 0.159 0.145 0.048
C -0.215 0.016 0.151
H 0.023 0.016 0.016
C -0.068 -0.065 -0.050
H 0.063 0.107 0.003
O 0.146 -0.229 -0.477
H -0.018 -0.021 -0.011
C -0.342 0.111 -0.063
H 0.136 0.025 0.164
H -0.027 -0.035 -0.009
C 0.024 -0.024 -0.010
H -0.064 0.021 0.050
H 0.137 0.049 0.006
H 0.050 -0.107 -0.139
C 0.398 0.226 -0.019
C 0.000 -0.121 -0.027
H 0.008 -0.110 -0.037
C -0.075 -0.015 0.055
H -0.062 -0.057 0.022
H -0.021 -0.024 0.027
C -0.057 -0.100 0.498
H -0.010 0.044 -0.035
H 0.052 -0.117 0.006
H 0.105 -0.036 0.075
C 0.004 0.116 0.002
C 0.115 0.061 -0.044
H 0.035 0.059 -0.034
C -0.005 -0.003 -0.031
H 0.055 0.059 -0.078
C -0.116 0.112 0.020
O -0.221 0.009 0.352

Computed properties:
- E (eV) = -36017.251
- energy relative to the best compared isomer or geometry (same formula, charge and spin) (eV) = 0.0917
- gap between HOMO and LUMO (eV) = 9.1
- HOMO level (eV) = -8.475



4.
Molecular formula: C7H14
Method: DFT, the ωB97M-V functional and the def2-TZVPD basis

Each line ends with the Löwdin charge.
Atoms and positions in Å:
H  1.0475  -0.8871  1.6929  0.067
C  1.8094  -0.7445  0.9166  -0.101
H  -1.5923  -0.6177  -1.0450  0.102
H  0.6793  -1.4800  -0.7823  0.106
C  -1.8164  -1.2581  0.5373  -0.050
H  -1.7716  -2.1596  -0.1325  0.090
H  -1.1569  -1.4844  1.3653  0.046
C  0.6683  1.9334  -0.1630  -0.036
H  1.0806  1.9559  0.8574  0.076
C  0.1080  0.5417  -0.5055  -0.477
H  2.4612  -1.6237  0.9167  0.071
C  -1.2986  0.2781  0.0159  -0.258
H  -2.8615  -1.2058  0.8726  0.067
C  1.1619  -0.5542  -0.4525  -0.210
H  2.4176  0.1199  1.2066  0.066
C  -1.0167  0.3691  -1.4857  -0.062
H  1.4925  2.2176  -0.8330  0.083
H  1.9377  -0.3412  -1.2042  0.118
H  -1.3768  1.2088  -2.1004  0.098
H  -1.8865  1.0071  0.5496  0.123
H  -0.0867  2.7247  -0.2270  0.081

Cartesian forces, eV/Å:
H 0.130 0.018 -0.100
C 0.035 -0.013 0.085
H 1.207 1.179 -4.494
H 0.121 0.019 0.105
C 0.584 1.181 0.407
H 0.279 1.194 -0.021
H -0.149 -0.216 0.393
C -0.206 -0.106 -0.146
H -0.217 -0.102 -0.280
C -0.335 -0.331 0.468
H -0.062 0.115 0.035
C -0.383 -1.302 2.269
H 0.359 0.241 0.031
C -0.088 -0.123 0.004
H -0.093 -0.148 -0.056
C -0.775 -0.900 0.472
H -0.226 -0.202 0.004
H -0.196 0.032 0.122
H -0.227 -0.720 0.516
H 0.247 0.381 0.207
H -0.005 -0.196 -0.023

Computed properties:
- E (eV) = -7482.219
- energy relative to the best compared isomer or geometry (same formula, charge and spin) (eV) = 4.0751
- gap between HOMO and LUMO (eV) = 9.6
- HOMO level (eV) = -8.513